Record 1
The following is a quantum chemistry calculation of C34H48BrN4O4P2S3Sn as an isolated structure, from OMol25.

Each line ends with the Mulliken charge.
Geometry (Å):
Sn (0.622, 0.834, 1.632)  1.004
C (3.533, -1.428, 1.856)  -0.438
C (3.462, -0.332, 2.849)  0.324
N (2.494, 0.566, 2.967)  0.591
C (2.749, 1.437, 4.015)  -0.553
C (3.894, 1.177, 4.693)  -0.321
S (4.690, -0.163, 4.011)  -0.157
C (1.836, 2.554, 4.222)  -0.097
C (1.791, 3.427, 5.264)  -0.508
S (0.578, 4.596, 4.983)  -0.130
C (0.198, 3.853, 3.491)  0.327
N (0.929, 2.802, 3.223)  0.116
C (-0.843, 4.389, 2.571)  -0.771
H (2.636, -1.475, 1.254)  -0.753
H (3.662, -2.383, 2.367)  0.520
H (4.388, -1.288, 1.192)  0.568
H (4.317, 1.721, 5.519)  0.502
H (2.387, 3.443, 6.158)  0.459
H (-1.736, 4.697, 3.112)  0.451
H (-1.108, 3.611, 1.852)  -0.144
H (-0.464, 5.255, 2.027)  0.331
C (-2.033, 4.036, -2.362)  -1.240
P (-1.754, 2.246, -2.290)  1.093
C (0.034, 2.122, -2.333)  -0.656
C (-2.745, 1.410, -3.538)  0.077
C (-2.700, 1.329, -4.920)  -0.642
C (-3.707, 0.605, -5.548)  -0.713
C (-4.727, -0.003, -4.818)  -0.617
C (-4.782, 0.089, -3.431)  -0.882
C (-3.771, 0.795, -2.802)  0.254
P (-3.442, 1.333, -1.118)  1.144
C (-4.665, 2.618, -0.757)  -1.401
C (-3.607, 0.241, 0.306)  -0.939
H (-1.979, 4.340, -3.410)  0.421
H (-1.241, 4.550, -1.816)  0.481
H (-2.993, 4.349, -1.969)  0.380
H (0.325, 2.721, -3.203)  0.689
H (0.390, 1.102, -2.410)  -0.312
H (0.456, 2.589, -1.440)  0.453
H (-1.922, 1.806, -5.501)  0.572
H (-3.705, 0.517, -6.625)  0.479
H (-5.496, -0.550, -5.344)  0.482
H (-5.590, -0.376, -2.882)  0.560
H (-5.629, 2.106, -0.703)  0.432
H (-4.739, 3.366, -1.541)  0.515
H (-4.478, 3.095, 0.204)  0.456
H (-4.519, -0.333, 0.113)  0.535
H (-3.771, 0.857, 1.190)  0.591
H (-2.756, -0.410, 0.453)  -0.054
Br (6.686, 3.518, -2.051)  -0.131
C (5.386, 2.168, -2.227)  -0.404
C (5.451, 1.277, -3.292)  -0.316
C (4.499, 0.276, -3.417)  -0.977
C (3.489, 0.153, -2.478)  -0.519
C (3.423, 1.058, -1.420)  0.371
C (4.367, 2.073, -1.292)  -0.081
C (2.355, 0.939, -0.408)  0.517
O (2.088, 1.928, 0.355)  -0.834
O (1.688, -0.131, -0.274)  -0.054
H (6.249, 1.365, -4.016)  0.461
H (4.561, -0.414, -4.247)  0.454
H (2.765, -0.647, -2.545)  0.551
H (4.300, 2.776, -0.475)  0.563
C (1.525, -4.729, 3.045)  -1.289
N (0.849, -3.681, 2.289)  0.435
C (0.984, -3.790, 0.847)  -0.974
C (0.325, -2.569, 2.852)  0.068
O (0.179, -1.496, 2.197)  -0.041
N (-0.071, -2.622, 4.143)  0.153
C (-0.627, -3.813, 4.774)  -1.193
C (-0.281, -1.387, 4.871)  -0.912
H (2.444, -4.987, 2.517)  0.431
H (0.920, -5.631, 3.135)  0.324
H (1.794, -4.371, 4.035)  0.426
H (0.532, -4.726, 0.510)  0.569
H (2.036, -3.810, 0.559)  0.349
H (0.501, -2.947, 0.363)  -0.122
H (-0.840, -4.574, 4.030)  0.360
H (-1.568, -3.539, 5.253)  0.422
H (0.034, -4.227, 5.536)  0.336
H (0.328, -0.591, 4.448)  0.105
H (0.014, -1.536, 5.910)  0.412
H (-1.332, -1.083, 4.853)  0.328
O (-1.433, -0.143, -1.398)  -1.057
S (-0.756, -1.504, -1.545)  0.877
C (-0.347, -1.698, -3.314)  -0.861
C (-1.419, -2.573, -3.950)  -0.399
C (-1.798, -3.583, -2.875)  -0.825
C (-2.078, -2.750, -1.632)  -0.755
H (0.635, -2.172, -3.338)  0.520
H (-0.257, -0.698, -3.734)  0.358
H (-1.046, -3.045, -4.857)  0.467
H (-2.288, -1.966, -4.220)  -0.032
H (-0.967, -4.269, -2.696)  0.297
H (-2.665, -4.187, -3.137)  0.437
H (-2.100, -3.305, -0.698)  0.491
H (-3.002, -2.179, -1.746)  0.215

For the relative energy (zero: lowest compared OMol25 entry of this formula, charge and spin), the calculation gives 22.55 kcal/mol. Its net charge is +3. The calculation puts the frontier orbital gap at 6.643 eV. For the HOMO energy, the calculation gives -14.8 eV. The calculation puts the total energy at -177124.0400 eV.

Record 2
The following is a quantum chemistry calculation of a 2-piece molecular cluster, C2H2NO2S overall, from OMol25.

Each line ends with the Mulliken charge.
Geometry (Å):
C (0.091, 0.080, 0.115)  -0.560
C (-1.015, 0.236, -0.313)  -0.241
N (3.036, 0.624, 0.337)  0.118
O (2.946, 1.882, 0.163)  -0.591
O (3.846, -1.693, 0.479)  -0.606
S (4.271, -0.326, -0.016)  0.081
H (0.914, -0.011, 0.808)  0.444
H (-1.765, 0.061, -0.941)  0.356

For the relative energy (zero: lowest compared OMol25 entry of this formula, charge and spin), the calculation gives 126.67 kcal/mol. Its net charge is -1. The calculation puts the frontier orbital gap at 7.202 eV. For the HOMO energy, the calculation gives -3.2 eV. The calculation puts the total energy at -18522.9363 eV.

Record 3
The following is a quantum chemistry calculation of a single C25H28N2O4S2 molecule, from OMol25.

Each line ends with the Mulliken charge.
Geometry (Å):
C (-3.642, 2.399, -3.887)  -1.132
C (-2.583, 3.170, -3.104)  -0.335
O (-1.301, 2.582, -3.194)  -0.475
C (-0.982, 1.536, -2.384)  0.611
C (0.324, 1.061, -2.493)  -1.123
C (0.790, 0.055, -1.675)  -0.638
C (-0.041, -0.516, -0.710)  0.275
N (0.457, -1.478, 0.190)  0.187
C (1.729, -2.118, -0.069)  -0.871
C (2.946, -1.224, 0.244)  0.226
O (3.805, -1.001, -0.585)  -0.675
N (2.934, -0.724, 1.488)  0.094
C (3.990, 0.112, 2.016)  -0.848
C (3.462, 1.416, 2.616)  -0.562
S (3.543, 2.848, 1.489)  -0.141
C (2.345, 2.389, 0.174)  -0.148
C (0.933, 2.687, 0.551)  0.501
C (0.197, 1.810, 1.339)  1.043
C (-1.108, 2.101, 1.692)  -0.952
C (-1.699, 3.273, 1.255)  -0.663
C (-0.975, 4.155, 0.470)  -0.693
C (0.332, 3.866, 0.126)  -0.377
S (-0.265, -2.006, 1.600)  1.467
O (-1.383, -1.196, 1.961)  -0.730
O (0.780, -2.141, 2.586)  -0.966
C (-0.826, -3.647, 1.154)  0.072
C (-1.654, -3.787, 0.057)  -0.288
C (-2.096, -5.051, -0.296)  -0.760
C (-1.704, -6.154, 0.448)  -0.395
C (-0.871, -6.000, 1.545)  -0.693
C (-0.427, -4.737, 1.902)  -0.200
C (-1.364, -0.096, -0.654)  -0.511
C (-1.828, 0.922, -1.469)  -0.376
H (-3.342, 2.321, -4.930)  0.312
H (-4.593, 2.922, -3.831)  0.388
H (-3.766, 1.395, -3.491)  0.302
H (-2.876, 3.288, -2.054)  0.229
H (-2.456, 4.165, -3.541)  0.395
H (0.976, 1.513, -3.223)  0.454
H (1.813, -0.262, -1.791)  0.432
H (1.790, -2.433, -1.116)  0.468
H (1.782, -3.004, 0.568)  0.618
H (2.229, -1.066, 2.133)  0.331
H (4.683, 0.319, 1.196)  0.393
H (4.527, -0.446, 2.792)  0.488
H (4.084, 1.722, 3.456)  0.384
H (2.435, 1.306, 2.964)  0.303
H (2.504, 1.337, -0.042)  -0.782
H (2.653, 2.983, -0.685)  0.601
H (0.630, 0.877, 1.670)  -0.170
H (-1.660, 1.392, 2.291)  0.517
H (-2.721, 3.499, 1.524)  0.427
H (-1.430, 5.073, 0.124)  0.447
H (0.894, 4.558, -0.485)  0.431
H (-1.942, -2.913, -0.507)  0.431
H (-2.744, -5.176, -1.150)  0.427
H (-2.050, -7.138, 0.171)  0.395
H (-0.568, -6.861, 2.121)  0.409
H (0.221, -4.579, 2.750)  0.479
H (-2.038, -0.526, 0.065)  0.460
H (-2.855, 1.228, -1.358)  0.506

For the relative energy (zero: lowest compared OMol25 entry of this formula, charge and spin), the calculation gives 4.66 kcal/mol. The calculation puts the frontier orbital gap at 8.245 eV. For the HOMO energy, the calculation gives -7.9 eV. The calculation puts the total energy at -59220.2001 eV.

Record 4
The following is a quantum chemistry calculation of a 2-piece molecular cluster, C6H12Cl2NO2 overall, from OMol25.

Each line ends with the Mulliken charge.
Geometry (Å):
C (1.235, 0.384, -1.083)  0.344
C (2.254, 1.452, -1.136)  -0.754
C (0.233, -1.377, 1.903)  -1.052
C (-2.796, 2.062, 0.270)  -0.880
C (0.550, -1.368, 0.418)  0.706
C (-2.388, 1.513, -1.022)  0.411
N (0.230, -2.285, -0.489)  -0.286
O (0.908, -0.435, -2.194)  -0.596
O (1.032, -0.218, 0.128)  -0.264
Cl (-3.580, 0.660, -1.927)  -0.169
Cl (-0.882, 1.641, -1.694)  -0.052
H (3.185, 1.242, -1.636)  0.324
H (2.317, 1.715, -0.054)  0.284
H (1.855, 2.335, -1.831)  0.255
H (-0.648, -0.873, 2.378)  0.277
H (1.082, -0.842, 2.363)  0.316
H (0.122, -2.446, 2.080)  0.363
H (-1.903, 1.969, 0.979)  0.220
H (-3.037, 3.180, 0.165)  0.264
H (-3.759, 1.672, 0.526)  0.366
H (0.293, -1.919, -1.448)  0.334
H (-0.320, -3.130, -0.319)  0.244
H (1.735, -0.822, -2.528)  0.347

For the relative energy (zero: lowest compared OMol25 entry of this formula, charge and spin), the calculation gives 38.95 kcal/mol. Its net charge is +1. The calculation puts the frontier orbital gap (alpha / beta) at 6.202 / 8.134 eV. For the HOMO energy (alpha / beta), the calculation gives -10.5 / -11.6 eV. The calculation puts the total energy at -37035.6751 eV.

Record 5
The following is a quantum chemistry calculation of a 2-piece molecular cluster, C5H13O2 overall, from OMol25.

Each line ends with the Mulliken charge.
Geometry (Å):
C (-0.787, 0.186, 1.146)  -0.456
O (-1.434, 1.197, 1.569)  -0.846
C (0.408, 0.732, 0.070)  -0.310
C (1.826, 0.171, -0.062)  -0.447
C (2.121, -1.145, -0.909)  -0.667
C (1.127, -2.160, -0.295)  -0.916
H (-0.517, -0.523, 1.977)  0.301
H (-1.408, -0.452, 0.549)  0.200
H (0.575, 1.667, 0.656)  0.238
H (-0.072, 0.932, -0.870)  -0.112
H (2.108, -0.029, 0.995)  0.311
H (2.492, 1.013, -0.481)  0.242
H (3.072, -1.549, -1.044)  0.451
H (1.702, -0.782, -1.903)  0.219
H (1.598, -2.445, 0.638)  0.281
H (1.391, -3.106, -0.741)  0.397
H (-0.048, -1.792, -0.302)  0.124
H (-2.853, 0.871, -0.192)  0.368
H (-2.045, 1.125, -1.646)  0.283
O (-2.836, 1.098, -1.235)  -0.662

For the relative energy (zero: lowest compared OMol25 entry of this formula, charge and spin), the calculation gives 69.52 kcal/mol. Its net charge is -1. The calculation puts the frontier orbital gap at 6.478 eV. For the HOMO energy, the calculation gives -2.7 eV. The calculation puts the total energy at -9488.3131 eV.

Record 6
The following is a quantum chemistry calculation of a 2-piece molecular cluster, C31H29FN2O4S2 overall, from OMol25.

Each line ends with the Mulliken charge.
Geometry (Å):
F (0.762, 0.342, 1.445)  -0.296
C (1.424, 1.355, 0.874)  -0.053
S (0.540, 2.923, 0.902)  1.158
C (0.977, 3.839, 2.400)  0.071
C (1.988, 4.803, 2.354)  -0.162
C (2.367, 5.460, 3.524)  -0.570
C (1.734, 5.167, 4.736)  -0.395
C (0.718, 4.208, 4.769)  -0.568
C (0.325, 3.553, 3.601)  -0.382
O (1.050, 3.725, -0.187)  -0.690
O (-0.863, 2.579, 1.011)  -0.629
S (3.175, 1.417, 1.231)  1.380
C (3.550, -0.324, 1.422)  -0.191
C (3.536, -0.913, 2.687)  -0.337
C (3.725, -2.291, 2.792)  -0.514
C (3.925, -3.062, 1.644)  -0.591
C (3.930, -2.456, 0.386)  -0.434
C (3.727, -1.085, 0.268)  -0.354
O (3.857, 1.903, 0.051)  -0.715
O (3.445, 1.990, 2.538)  -0.667
H (2.478, 5.025, 1.408)  0.365
H (3.171, 6.193, 3.481)  0.358
H (2.042, 5.676, 5.652)  0.357
H (0.227, 3.957, 5.708)  0.362
H (-0.470, 2.809, 3.612)  0.387
H (3.375, -0.295, 3.570)  0.451
H (3.711, -2.754, 3.778)  0.384
H (4.074, -4.141, 1.726)  0.387
H (4.094, -3.039, -0.517)  0.484
H (3.695, -0.589, -0.701)  0.462
C (-6.461, 1.857, 0.099)  -1.005
N (-6.015, 0.596, -0.452)  0.274
C (-6.987, -0.474, -0.370)  -1.024
C (-4.737, 0.427, -0.991)  -0.231
C (-3.683, -0.090, -0.197)  -0.193
C (-2.428, -0.275, -0.741)  -0.604
C (-2.173, -0.011, -2.108)  0.424
C (-0.914, -0.345, -2.690)  -0.396
C (-0.162, -1.448, -2.301)  0.954
C (1.171, -1.767, -2.805)  0.410
C (2.055, -1.097, -3.639)  -0.194
C (3.253, -1.742, -3.997)  -0.855
C (3.548, -3.037, -3.542)  -0.515
C (2.661, -3.721, -2.696)  -1.098
C (1.495, -3.058, -2.338)  0.455
N (0.427, -3.510, -1.552)  0.269
C (0.314, -4.825, -0.954)  -0.935
C (-0.539, -2.558, -1.494)  -0.730
C (-3.214, 0.579, -2.879)  -1.037
C (-4.467, 0.787, -2.337)  -0.240
H (-5.660, 2.600, 0.021)  0.301
H (-7.346, 2.213, -0.445)  0.324
H (-6.737, 1.728, 1.155)  0.316
H (-6.576, -1.394, -0.800)  0.283
H (-7.264, -0.653, 0.678)  0.324
H (-7.898, -0.193, -0.918)  0.327
H (-3.888, -0.328, 0.850)  0.449
H (-1.616, -0.637, -0.110)  0.565
H (-0.599, 0.176, -3.595)  0.387
H (1.799, -0.097, -3.989)  0.386
H (3.964, -1.233, -4.647)  0.404
H (4.474, -3.522, -3.854)  0.408
H (2.852, -4.728, -2.325)  0.242
H (1.222, -5.397, -1.157)  0.280
H (0.169, -4.731, 0.130)  0.350
H (-0.551, -5.361, -1.369)  0.359
H (-1.465, -2.727, -0.952)  0.656
H (-3.026, 0.820, -3.926)  0.409
H (-5.288, 1.201, -2.929)  0.443

The calculation puts the frontier orbital gap at 3.270 eV. For the HOMO energy, the calculation gives -5.9 eV. The calculation puts the total energy at -68170.1879 eV.